{"formula": "C32H44GeN7O6PS2Ti", "method": "the ωB97M-V functional and the def2-TZVPD basis", "symbols": ["Ti", "N", "C", "N", "C", "N", "N", "C", "C", "C", "C", "C", "C", "N", "C", "C", "C", "C", "C", "C", "H", "H", "H", "H", "H", "H", "H", "H", "H", "H", "H", "O", "N", "N", "O", "C", "C", "C", "C", "C", "C", "H", "H", "H", "H", "H", "C", "O", "C", "S", "S", "H", "H", "H", "C", "Ge", "C", "C", "C", "H", "H", "H", "H", "H", "H", "H", "H", "H", "H", "C", "C", "O", "P", "O", "C", "C", "O", "C", "C", "H", "H", "H", "H", "H", "H", "H", "H", "H", "H", "H", "H", "H", "H", "H"], "coordinates": [[-0.28611, 0.36072, -0.58762], [-0.80277, -3.22498, 3.36321], [-0.34483, -2.09486, 2.74429], [-0.40309, -1.89274, 1.48657], [-0.87621, -2.90177, 0.65002], [-0.66403, -2.84608, -0.63237], [0.03359, -1.71883, -0.92912], [0.74845, -1.72766, -2.06273], [1.82654, -0.81144, -2.10323], [2.86336, -0.80893, -3.06846], [3.93573, 0.02334, -2.88802], [3.99733, 0.86966, -1.76765], [2.93049, 0.85398, -0.88558], [1.88423, 0.05369, -1.04523], [-1.55996, -4.05147, 1.25612], [-2.25650, -5.00892, 0.51839], [-2.86291, -6.08394, 1.14044], [-2.78704, -6.20743, 2.52648], [-2.11027, -5.26384, 3.28057], [-1.49289, -4.18567, 2.64751], [-0.70656, -3.29500, 4.36192], [0.10086, -1.34322, 3.38598], [0.64261, -2.54986, -2.76749], [2.80621, -1.48068, -3.91629], [4.74641, 0.01756, -3.60963], [4.83676, 1.52688, -1.59042], [2.89538, 1.49352, -0.00910], [-2.30232, -4.87919, -0.55425], [-3.39501, -6.82177, 0.55574], [-3.26933, -7.04148, 3.02229], [-2.05680, -5.34933, 4.35917], [0.11842, 1.79800, -1.89680], [0.49411, 2.97585, -1.43713], [0.15964, 3.03556, -0.10198], [-0.43580, 1.95636, 0.48449], [0.28762, 4.17993, 0.61591], [0.01315, 4.18753, 1.99794], [0.12727, 5.36213, 2.71005], [0.51840, 6.55249, 2.10023], [0.80866, 6.53204, 0.73823], [0.70355, 5.37594, -0.00804], [-0.26349, 3.26442, 2.48670], [-0.08481, 5.34415, 3.77354], [0.60169, 7.46832, 2.67135], [1.12556, 7.44322, 0.24112], [0.92163, 5.36720, -1.06457], [4.87116, -0.51980, 4.33242], [3.83758, 0.16694, 3.65087], [2.53700, -0.06551, 3.96183], [2.15821, -1.12051, 5.25722], [1.43840, 0.75066, 3.00678], [5.77406, -0.31159, 3.75709], [4.67714, -1.59137, 4.37658], [4.97902, -0.14704, 5.35421], [-5.16515, 0.96620, -1.29479], [-3.35853, 1.30987, -2.03315], [-2.97709, 3.20706, -1.66948], [-3.65424, 1.19974, -3.99034], [-2.02607, 0.05725, -1.48429], [-5.86310, 1.71221, -1.68025], [-5.15620, 1.01212, -0.20716], [-5.52066, -0.02431, -1.58410], [-3.83551, 3.68190, -1.18971], [-2.77533, 3.72223, -2.60952], [-2.10515, 3.33890, -1.03544], [-4.45619, 1.87598, -4.29343], [-3.92116, 0.18473, -4.28560], [-2.74389, 1.47908, -4.51977], [-2.13703, -0.86621, -2.06807], [-2.62627, 0.72757, 5.88970], [-1.82557, -0.02660, 4.85038], [-2.65954, -0.35586, 3.72616], [-2.37552, 0.51997, 2.35570], [-3.75333, 0.10155, 1.58197], [-4.00787, -1.25888, 1.25914], [-5.39805, -1.62903, 1.73164], [-2.89264, 1.98091, 2.88508], [-3.28411, 2.95361, 1.90640], [-3.73627, 4.19949, 2.63520], [-1.99817, 0.95111, 6.75363], [-3.48105, 0.13581, 6.22222], [-2.99771, 1.66080, 5.47148], [-1.43856, -0.96555, 5.25568], [-0.95183, 0.54724, 4.52528], [-3.26768, -1.90991, 1.72966], [-3.89973, -1.36747, 0.17609], [-5.47478, -1.50097, 2.81149], [-5.61694, -2.67047, 1.48555], [-6.14322, -0.99350, 1.25204], [-4.09019, 2.53773, 1.29480], [-2.44024, 3.16996, 1.25061], [-4.58568, 3.98354, 3.28480], [-4.02962, 4.96462, 1.91386], [-2.92312, 4.59992, 3.24115]], "atomic_forces_ev_per_a": [[-0.845, 0.004, -0.474], [0.094, 0.068, -0.030], [-0.045, -0.148, 0.095], [-0.051, 0.157, -0.180], [-0.153, -0.268, -0.153], [0.124, 0.241, 0.595], [0.136, -0.152, -0.783], [0.249, -0.359, 0.222], [0.151, -0.151, -0.107], [-0.109, 0.024, 0.012], [0.051, 0.028, -0.010], [-0.036, -0.008, 0.096], [0.008, 0.016, -0.106], [-0.172, -0.149, 0.077], [0.037, 0.129, -0.205], [0.038, 0.095, -0.024], [0.041, 0.034, 0.134], [-0.035, -0.040, 0.022], [-0.006, -0.003, -0.104], [-0.108, -0.191, 0.091], [0.020, 0.013, -0.010], [0.021, 0.085, 0.071], [0.072, 0.123, -0.041], [-0.014, 0.011, -0.004], [-0.012, 0.015, 0.014], [0.002, -0.006, -0.031], [0.025, 0.015, -0.041], [0.005, 0.010, -0.027], [-0.035, -0.029, -0.016], [0.013, 0.003, 0.010], [-0.003, -0.011, 0.024], [-0.246, -0.064, -0.031], [0.062, 0.163, 0.449], [0.048, 0.168, -0.227], [0.326, 0.019, -0.105], [0.000, 0.050, 0.069], [-0.019, -0.012, -0.046], [-0.004, 0.047, 0.079], [0.016, 0.030, -0.065], [0.019, 0.101, 0.087], [-0.015, -0.080, -0.001], [-0.013, -0.019, -0.013], [0.004, 0.005, 0.010], [0.010, 0.015, 0.013], [-0.009, 0.015, 0.008], [0.007, -0.012, -0.028], [-0.022, 0.035, 0.041], [0.047, -0.019, -0.148], [-0.202, -0.156, 0.362], [0.044, 0.049, -0.141], [0.167, 0.186, -0.053], [0.001, -0.008, 0.040], [0.012, 0.007, -0.016], [-0.008, -0.042, -0.009], [0.015, -0.048, 0.027], [0.027, 0.085, 0.013], [-0.037, 0.010, 0.008], [0.030, 0.023, 0.002], [0.525, -0.199, 0.406], [-0.060, 0.031, -0.020], [0.015, 0.042, 0.048], [-0.017, -0.052, -0.050], [-0.032, 0.039, 0.002], [0.000, 0.026, -0.027], [0.042, -0.047, 0.044], [-0.053, 0.031, -0.036], [-0.034, -0.067, -0.002], [0.067, 0.022, -0.017], [-0.026, -0.029, 0.121], [0.000, -0.013, 0.029], [0.046, -0.124, -0.055], [0.020, 0.254, 0.187], [0.011, -0.043, -0.226], [-0.244, 0.070, 0.282], [0.118, -0.073, -0.225], [0.014, -0.013, -0.011], [-0.207, -0.011, 0.063], [0.036, 0.037, -0.012], [0.052, -0.014, -0.044], [0.036, 0.001, 0.035], [-0.017, -0.028, 0.001], [-0.001, 0.045, -0.037], [-0.036, 0.016, 0.046], [0.007, 0.012, 0.007], [0.000, -0.016, 0.024], [-0.009, -0.043, 0.004], [0.016, 0.013, 0.029], [0.008, -0.031, -0.025], [-0.017, 0.027, -0.017], [0.004, 0.052, 0.042], [0.011, 0.008, 0.000], [-0.027, -0.029, 0.014], [-0.003, 0.005, -0.016], [0.029, -0.003, -0.004]], "s2": 2.29, "e_tot_ha": -6144.5918, "total_charge": -2, "e_lumo_ev": [4.2, 4.2], "e_homo_ev": [-0.29, -1.68], "spin_multiplicity": 3, "relative_energy_ev": 1.962}